Density functional theory data (wB97M-V/def2-TZVPD) for a structure of composition C28H16Br4F6N9O7PdS2 at a distorted geometry.

Its total charge is -1. The HOMO energy (alpha / beta) is -4.93 / -4.98 eV. The calculation puts the LUMO energy (alpha / beta) at 1.2 / 1.0 eV. The value obtained for the orbital gap (alpha / beta) is 6.1222 / 6.0253 eV. For the energy, the calculation gives -378664.68269 eV. Its spin multiplicity is 3.

Each line ends with the Löwdin spin population.
Element x y z (Å)
Pd (-0.518, -2.160, -0.475)  0.861
Br (5.502, -3.651, 3.345)  0.018
C (3.755, -3.751, 2.647)  0.090
C (2.893, -4.807, 3.034)  0.083
Br (3.505, -6.115, 4.246)  0.017
C (1.611, -4.867, 2.537)  0.063
Br (0.421, -6.241, 3.040)  0.008
C (1.077, -3.887, 1.643)  0.100
O (-0.097, -3.940, 1.223)  0.241
C (1.975, -2.764, 1.259)  0.102
O (1.566, -1.825, 0.542)  0.234
C (3.305, -2.785, 1.776)  0.058
Br (4.408, -1.354, 1.228)  0.006
C (2.167, 2.399, -3.085)  0.000
N (1.099, 1.517, -2.694)  0.000
C (1.043, 0.665, -1.654)  0.000
N (-0.172, 0.182, -1.548)  0.007
C (-0.839, 0.763, -2.577)  0.000
N (-0.108, 1.593, -3.286)  0.000
C (2.281, 3.626, -2.200)  0.000
C (3.310, 4.532, -2.436)  0.000
C (3.456, 5.657, -1.640)  0.000
C (2.588, 5.891, -0.588)  0.000
C (1.562, 4.984, -0.339)  0.000
C (1.405, 3.861, -1.155)  0.000
C (0.680, 5.171, 0.800)  0.000
N (0.716, 6.110, 1.692)  0.000
N (-0.255, 5.830, 2.611)  0.000
C (-0.833, 4.735, 2.230)  0.000
O (-0.293, 4.269, 1.078)  0.000
C (-1.892, 4.003, 2.904)  0.000
C (-2.206, 4.303, 4.229)  0.000
C (-3.180, 3.571, 4.879)  0.000
C (-3.845, 2.542, 4.224)  0.000
C (-3.543, 2.241, 2.903)  0.000
C (-4.254, 1.111, 2.189)  0.001
N (-3.362, 0.013, 1.871)  0.000
C (-2.521, -0.107, 0.835)  0.003
N (-1.863, -1.238, 0.941)  0.037
C (-2.344, -1.799, 2.080)  0.003
N (-3.256, -1.062, 2.673)  0.002
C (-2.567, 2.978, 2.246)  0.000
H (1.972, 2.702, -4.113)  0.000
H (3.109, 1.849, -3.060)  0.000
H (1.876, 0.411, -1.015)  0.000
H (-1.871, 0.553, -2.803)  0.000
H (4.005, 4.351, -3.248)  0.000
H (4.259, 6.353, -1.842)  0.000
H (2.692, 6.759, 0.048)  0.000
H (0.594, 3.179, -0.941)  0.000
H (-1.665, 5.095, 4.729)  0.000
H (-3.417, 3.787, 5.913)  0.000
H (-4.601, 1.970, 4.747)  0.000
H (-4.687, 1.469, 1.253)  0.000
H (-5.040, 0.704, 2.820)  0.000
H (-2.394, 0.611, 0.043)  0.000
H (-2.006, -2.754, 2.447)  0.001
H (-2.318, 2.767, 1.213)  0.000
F (-2.780, -5.155, -2.543)  0.000
C (-1.829, -4.677, -1.739)  0.000
F (-2.481, -4.083, -0.723)  0.002
F (-1.120, -5.664, -1.233)  0.000
S (-0.800, -3.402, -2.695)  0.003
O (0.508, -3.341, -2.066)  0.033
O (-1.629, -2.221, -2.623)  0.018
N (-0.706, -3.846, -4.193)  0.004
S (-0.037, -5.204, -4.694)  0.001
O (-0.013, -5.201, -6.122)  0.000
O (-0.552, -6.355, -4.014)  0.000
C (1.787, -5.195, -4.247)  0.000
F (2.413, -6.008, -5.117)  0.000
F (2.324, -3.980, -4.379)  0.000
F (2.025, -5.667, -3.030)  0.000

Density functional theory data (wB97M-V/def2-TZVPD) for a structure of composition C28H18Cl5CuN4O3.

Its total charge is +1. The HOMO energy (alpha / beta) is -9.94 / -9.93 eV. The calculation puts the LUMO energy (alpha / beta) at -3.9 / -4.1 eV. The value obtained for the orbital gap (alpha / beta) is 6.0644 / 5.8028 eV. For the energy, the calculation gives -148679.14972 eV. Its spin multiplicity is 2.

Each line ends with the Löwdin spin population.
Element x y z (Å)
Cu (-0.514, 0.695, 0.007)  0.758
N (1.035, 0.587, 1.364)  0.060
C (0.738, 1.455, 2.478)  0.002
C (1.608, 1.747, 3.489)  0.001
C (1.192, 2.552, 4.570)  0.001
C (-0.092, 3.013, 4.648)  0.000
C (-1.024, 2.708, 3.628)  0.002
C (-2.387, 3.082, 3.663)  -0.003
C (-3.221, 2.688, 2.653)  0.003
C (-2.692, 1.963, 1.574)  0.004
N (-1.420, 1.644, 1.488)  0.059
C (-0.586, 1.955, 2.519)  0.004
H (1.050, -0.386, 1.669)  0.001
H (1.939, 0.789, 0.946)  0.000
H (2.616, 1.350, 3.473)  0.000
H (1.899, 2.780, 5.355)  0.000
H (-0.417, 3.604, 5.494)  0.000
H (-2.759, 3.656, 4.502)  0.000
H (-4.276, 2.923, 2.664)  0.000
H (-3.330, 1.629, 0.764)  0.001
O (6.142, -3.557, -1.408)  0.000
C (5.112, -3.458, -0.549)  0.000
O (5.045, -4.158, 0.417)  0.000
C (4.037, -2.463, -0.885)  0.002
C (2.754, -2.728, -0.409)  -0.001
C (1.726, -1.831, -0.624)  0.002
C (1.983, -0.650, -1.320)  0.002
C (3.263, -0.369, -1.788)  0.003
C (4.285, -1.284, -1.575)  0.000
N (0.938, 0.296, -1.481)  0.054
C (0.694, 0.780, -2.625)  0.002
C (-0.391, 1.744, -2.770)  0.002
C (-0.681, 2.321, -3.996)  0.000
C (-1.748, 3.204, -4.081)  -0.001
C (-2.477, 3.470, -2.938)  0.000
C (-2.114, 2.845, -1.752)  0.000
N (-1.097, 2.000, -1.659)  0.022
H (5.975, -3.070, -2.223)  0.000
H (2.582, -3.647, 0.135)  0.000
H (0.721, -2.044, -0.283)  0.000
H (3.464, 0.571, -2.288)  0.000
H (5.285, -1.039, -1.913)  0.000
H (1.247, 0.476, -3.512)  0.002
H (-0.085, 2.071, -4.864)  0.000
H (-2.005, 3.669, -5.023)  0.000
H (-3.318, 4.149, -2.949)  0.000
H (-2.666, 3.048, -0.844)  0.000
Cl (-3.418, -6.252, 0.182)  0.000
C (-2.819, -4.667, -0.091)  0.001
C (-2.421, -3.873, 0.984)  0.000
Cl (-2.529, -4.485, 2.582)  0.000
C (-1.941, -2.589, 0.756)  0.001
Cl (-1.447, -1.602, 2.093)  -0.001
C (-1.838, -2.031, -0.539)  0.001
O (-1.392, -0.858, -0.798)  0.011
C (-2.236, -2.882, -1.606)  0.002
Cl (-2.081, -2.244, -3.195)  0.000
C (-2.717, -4.161, -1.391)  0.000
Cl (-3.190, -5.137, -2.718)  0.000

Respective relative energy (zero: lowest compared OMol25 entry of this formula, charge and spin) values: 1.153, 0.066 eV.